DFT (the ωB97M-V functional and the def2-TZVPD basis) results for a structure of composition C17H34N3Si4TeTl at a distorted geometry.

**Energy above the lowest of the compared OMol25 structures with the same formula, charge and spin**: 38.8 kcal/mol
**Orbital gap**: 4.864 eV

Each line ends with the Löwdin charge.
Positions of all 60 atoms, in Å:
1 Tl -17.0270 -2.1390 -6.1874  0.65
2 Te -18.3774 1.3226 -5.3200  0.01
3 Si -19.2197 4.9505 -6.4302  0.34
4 Si -21.8962 2.7946 -4.3902  0.36
5 Si -18.6004 4.0744 -2.5528  0.36
6 Si -19.5333 3.3396 -4.6213  -0.12
7 N -15.6095 -0.9087 -3.1493  0.04
8 N -18.1655 -2.4016 -8.2195  -0.02
9 N -11.6338 0.4847 0.2046  0.16
10 C -22.6721 4.5000 -4.1667  -0.24
11 C -18.9063 2.7938 -1.1438  -0.22
12 C -20.4345 6.3621 -6.2040  -0.24
13 C -19.7347 -2.1674 -10.2653  -0.03
14 C -14.8269 -0.6148 -0.8916  -0.02
15 C -16.7037 4.2257 -2.7612  -0.25
16 C -19.3408 5.7374 -1.9754  -0.22
17 C -12.5121 0.2132 -0.4812  -0.16
18 C -13.4676 0.0690 -2.7567  -0.03
19 C -19.4824 4.1043 -8.0772  -0.24
20 C -15.7939 -0.9757 -1.8236  -0.13
21 C -17.4754 5.6696 -6.2801  -0.23
22 C -13.6536 -0.0622 -1.3802  -0.22
23 C -14.4248 -0.4303 -3.6194  -0.13
24 C -22.2569 1.5620 -2.9709  -0.22
25 C -18.8285 -2.3782 -9.1650  -0.20
26 C -22.4278 1.8912 -5.9463  -0.24
27 H -20.4380 4.2846 -8.5648  0.02
28 H -20.7721 -2.3481 -10.0024  0.10
29 H -22.9875 4.8686 -5.1441  0.01
30 H -17.9819 2.7684 -0.5505  0.02
31 H -23.1925 1.1862 -5.5930  0.02
32 H -14.9056 -0.8864 0.1780  0.13
33 H -12.4980 0.4788 -3.1179  0.13
34 H -21.4521 6.0366 -6.4924  0.02
35 H -20.5356 6.7545 -5.1791  0.02
36 H -19.5884 -1.0938 -10.5702  0.12
37 H -20.1825 5.5048 -1.3328  0.01
38 H -18.6660 6.3818 -1.4564  0.00
39 H -23.5056 4.4112 -3.4714  0.02
40 H -16.3271 5.0280 -3.4404  0.02
41 H -22.8176 2.5030 -6.7745  0.03
42 H -16.7637 -1.4303 -1.4737  0.13
43 H -19.3419 3.0032 -7.9437  -0.01
44 H -21.5492 1.3457 -6.3004  -0.02
45 H -19.3786 -2.8414 -11.0573  0.10
46 H -18.6568 4.4170 -8.7573  0.03
47 H -20.0802 7.1306 -6.8605  0.01
48 H -17.0505 5.9505 -7.2603  0.03
49 H -14.2280 -0.4536 -4.6996  0.10
50 H -23.2810 1.1712 -3.0056  0.02
51 H -16.7780 4.9368 -5.8570  0.01
52 H -22.0126 1.9281 -1.9868  0.00
53 H -16.2945 3.2143 -3.1119  0.03
54 H -21.9620 5.2346 -3.7656  0.01
55 H -19.6467 6.3466 -2.8691  0.02
56 H -19.0759 1.7811 -1.5187  0.01
57 H -19.7433 3.0680 -0.5216  0.01
58 H -21.5324 0.7580 -3.1662  0.02
59 H -17.4731 6.5532 -5.6349  0.03
60 H -16.2304 4.4763 -1.7806  0.02